The following is a quantum chemistry calculation of 2 unconnected molecules or ions with the total composition C5H10O2 in a non-equilibrium geometry, from the Open Molecules 2025 dataset.

```
17
Properties=species:S:1:pos:R:3:mulliken_charge:R:1
C 0.026 -0.393 0.039 0.82
C -1.039 -0.011 -0.745 -0.40
C 0.532 1.745 -0.101 -0.11
C -0.191 -0.757 1.485 -1.31
C 1.179 -1.091 -0.642 -1.32
O 0.586 2.025 -1.319 -0.58
O -2.217 0.335 -0.198 -0.46
H -2.780 0.758 -0.857 0.36
H -0.958 0.048 -1.822 0.33
H 1.446 1.596 0.503 0.29
H -0.309 2.108 0.518 0.26
H -0.323 -1.834 1.604 0.35
H 0.684 -0.475 2.072 0.32
H -1.068 -0.256 1.887 0.36
H 1.016 -2.169 -0.700 0.38
H 2.095 -0.925 -0.076 0.33
H 1.323 -0.704 -1.649 0.37
```

**Total energy**: -9439.7708 eV
**F_max**: 3.054 eV Å⁻¹
**Energy relative to the best compared isomer or geometry (same formula, charge and spin)**: 75.46 kcal/mol
**LUMO energy**: 0.54 eV
**SMILES**: CC(C)=CO.C=O
**Gap between HOMO and LUMO**: 8.864 eV
**E_HOMO**: -8.32 eV